[1]
The following is a quantum chemistry calculation of an isolated molecule of C10H9N5 at a distorted geometry, from the Open Molecules 2025 dataset.

LUMO (alpha / beta) ... -0.0706 / -0.0706 Eh
Charge ... 0
Molar mass ... 199.2 g/mol
2S+1 ... 1
Orbital gap (alpha / beta) ... 6.680 / 6.663 eV
Relative energy (zero: lowest compared OMol25 entry of this formula, charge and spin) ... 457.6 kJ/mol
E ... -660.01318 a.u.

```
24
Properties=species:S:1:pos:R:3:lowdin_charge:R:1
N 1.582 -0.763 -0.024 0.19
H -1.772 2.462 0.967 0.10
C 0.291 1.297 -0.288 -0.10
N 2.579 1.332 -0.456 0.05
C -2.665 -0.944 -0.141 -0.09
H -3.095 -1.786 -0.761 0.12
H -4.611 -0.515 0.799 0.09
C 1.517 0.523 -0.151 -0.30
H -0.662 -1.130 -0.959 0.11
C 0.759 2.541 -0.551 -0.04
C -3.323 1.059 1.028 -0.08
C -1.050 0.743 0.011 -0.17
H 3.610 -1.842 -1.383 0.13
C -1.402 -0.541 -0.406 -0.06
H 0.373 3.457 -0.921 0.10
N 2.606 -1.452 0.468 -0.43
N 2.789 -1.328 1.642 0.17
H -4.065 1.627 1.656 0.13
H 4.134 -2.786 0.106 0.07
C 3.270 -2.423 -0.407 -0.02
H 2.652 -3.286 -0.750 0.09
C -3.628 -0.206 0.589 -0.09
N 2.161 2.483 -0.726 0.04
C -2.052 1.478 0.658 -0.04
```

***

[2]
The following is a quantum chemistry calculation of a cluster of 2 separate species, C10H9NSi in total at a distorted geometry, from the Open Molecules 2025 dataset.

LUMO (alpha / beta) ... -0.0233 / -0.0474 Eh
Charge ... 0
Molar mass ... 171.3 g/mol
2S+1 ... 1
Orbital gap (alpha / beta) ... 7.126 / 5.174 eV
Relative energy (zero: lowest compared OMol25 entry of this formula, charge and spin) ... 167.3 kJ/mol
E ... -730.48546 a.u.

```
21
Properties=species:S:1:pos:R:3:lowdin_charge:R:1
C 3.040 -0.155 -0.948 -0.10
C -1.759 2.578 -0.703 0.04
Si -2.748 0.150 0.806 0.70
H 2.901 0.819 2.282 0.10
H 1.449 -1.078 -2.035 0.10
C -2.205 1.649 -0.077 -0.30
H -0.566 -1.581 -0.994 0.04
N -0.322 -1.288 -0.051 0.09
H -5.619 -2.083 -1.046 0.02
H -2.620 0.054 2.244 -0.06
C -4.891 -1.494 -0.564 0.04
C 1.310 -0.112 1.218 -0.04
H 3.720 -0.176 -1.790 0.10
C 3.460 0.379 0.262 -0.10
H 4.459 0.775 0.366 0.10
C 1.766 -0.654 -1.091 -0.04
H 0.627 -0.101 2.055 0.10
H -1.381 3.401 -1.242 0.02
C 2.579 0.399 1.338 -0.10
C 0.862 -0.677 0.000 -0.42
C -4.059 -0.806 -0.029 -0.29
```

***

[3]
The following is a quantum chemistry calculation of a cluster of 9 separate species, C116H70O18 in total at a distorted geometry, from the Open Molecules 2025 dataset.

LUMO ... -0.0407 Eh
Charge ... 0
Molar mass ... 1751.8 g/mol
2S+1 ... 1
SMILES string ... O=C1c2ccccc2C(=O)c2ccccc21.O=C1c2ccccc2C(=O)c2ccccc21.O=C1c2ccccc2C(=O)c2ccccc21.O=C1c2ccccc2C(=O)c2ccccc21.O=C1c2ccccc2C(=O)c2ccccc21.O=C1c2ccccc2C(=O)c2ccccc21.O=C1c2ccccc2C(=O)c2ccccc21.O=C1c2ccccc2C(=O)c2ccccc21.O=C1CCCO1
Orbital gap ... 8.426 eV
Relative energy (zero: lowest compared OMol25 entry of this formula, charge and spin) ... 0.0 kJ/mol
E ... -5816.88965 a.u.

```
204
Properties=species:S:1:pos:R:3:lowdin_charge:R:1
H 0.515 5.723 3.805 0.12
C 3.091 2.213 -6.838 -0.04
C -7.120 3.842 2.495 -0.29
H 2.352 6.394 -3.121 0.11
C 0.480 6.893 -0.252 -0.06
O -1.223 -3.377 -1.835 0.09
H -0.550 -5.960 1.957 0.12
C 1.332 -1.063 -5.399 -0.03
H -2.683 2.476 -2.117 0.12
C -3.503 3.685 1.512 -0.04
C -3.754 -1.191 -2.929 -0.09
C 3.604 -0.582 5.942 -0.05
C 4.518 -0.458 -2.410 0.03
H 2.692 -2.682 -0.120 0.11
C -3.092 0.541 -1.327 -0.01
C -3.543 -0.285 -3.944 -0.01
C 4.409 1.902 -1.763 -0.05
H -4.199 -3.641 1.286 0.12
C -5.694 5.125 4.812 -0.34
H -3.181 5.118 4.548 0.12
H -0.566 -3.588 0.884 0.10
C -3.534 -0.748 -1.636 -0.09
C -0.497 -4.036 4.700 -0.09
H -5.683 -6.607 -1.449 0.11
C 3.789 -1.725 6.712 -0.06
C 1.013 1.620 -8.104 -0.32
C -4.921 3.504 1.508 0.02
H 0.949 1.384 1.825 0.11
C 6.328 -2.454 0.326 -0.09
H -2.836 1.639 -4.509 0.09
C -1.133 2.580 -7.203 -0.08
O 1.050 -5.100 -6.330 0.13
H 1.216 4.031 -4.009 0.10
H 1.235 3.250 0.115 0.11
C -0.445 -2.773 4.119 -0.09
H -0.606 -6.219 4.299 0.13
H -1.046 0.407 6.786 0.11
O 1.547 0.955 -8.912 0.14
C 5.732 -2.199 -1.021 -0.28
C 3.199 -3.381 1.875 -0.08
H -1.208 -8.966 -4.141 0.11
C 3.851 -4.386 4.069 -0.29
C -9.165 4.636 6.251 -0.04
H -0.535 3.164 0.106 0.11
C -0.454 1.887 -8.212 -0.07
C -3.194 2.208 -8.350 -0.04
C -0.023 -1.432 -3.434 0.02
O 1.248 0.947 -1.425 0.01
O 4.316 -5.316 4.649 0.13
C 2.664 -4.776 -0.037 -0.04
C -1.142 1.365 -9.325 -0.01
H -3.699 -0.522 -4.981 0.12
C 6.583 -1.437 1.214 -0.09
C 0.729 -0.567 -4.228 -0.02
C -0.483 -7.076 -4.798 -0.01
C 5.130 1.572 -0.602 0.01
C -9.194 3.670 3.997 -0.01
C 1.037 2.933 -5.905 -0.06
H -1.182 8.296 -0.205 0.11
C -5.194 -5.648 -1.276 -0.07
H -2.447 -5.608 -1.779 0.09
H -10.899 3.786 5.253 0.11
H -0.500 -1.640 2.316 0.12
C -1.086 -0.568 7.255 0.00
H 0.011 -7.522 -5.645 0.11
H -7.369 5.448 6.940 0.12
H 1.500 -0.563 -0.061 0.11
C 1.399 5.438 3.224 0.01
H 3.798 -1.631 7.792 0.11
C 1.701 2.285 -6.930 -0.09
H 3.368 0.252 3.942 0.11
C 1.591 6.707 -2.417 0.02
C 2.501 5.253 1.015 -0.09
C -0.280 -5.694 -4.441 -0.03
H -5.310 -5.047 -3.346 0.11
C -0.713 -1.672 6.446 -0.07
H 0.754 0.505 -4.024 0.09
C -0.968 -5.131 -3.343 -0.05
H 7.413 -0.989 3.169 0.12
H 3.292 -6.688 2.755 0.12
C 3.502 -2.023 2.452 -0.27
C 7.255 -4.067 1.864 -0.05
H -5.113 -5.865 0.884 0.12
C 5.555 0.266 -0.346 -0.13
C -5.645 3.972 2.558 -0.09
C -2.510 2.731 -7.271 -0.03
H -0.391 0.679 0.838 0.11
C -7.809 4.939 6.078 -0.01
H -5.386 2.981 0.678 0.12
C 0.520 1.280 0.824 -0.09
H -2.520 -8.012 -2.218 0.10
H -0.600 0.984 -10.186 0.12
C 0.560 7.522 -2.991 -0.05
O -3.438 -1.319 0.618 0.11
C -4.877 -5.220 0.019 -0.08
C -1.343 -2.045 9.135 -0.09
C -0.346 -4.209 6.152 -0.29
H 3.814 3.051 3.274 0.11
H 6.498 -4.578 -0.115 0.12
C -4.461 -3.472 -2.112 -0.08
C -0.777 -3.716 -2.911 -0.28
C 3.098 -5.816 2.130 0.00
H 3.541 0.396 6.386 0.10
C -0.691 -2.978 6.986 -0.05
C -0.009 -2.781 -3.762 -0.09
C 2.774 -5.909 0.767 -0.06
H -4.292 2.233 -8.390 0.11
C 0.589 -3.286 -4.907 -0.09
C 3.368 4.286 1.594 0.01
H -1.649 0.042 9.282 0.11
C 0.432 6.600 1.269 -0.33
C 3.816 -2.942 6.098 -0.02
C 1.564 0.519 -0.069 -0.10
C -1.175 -7.887 -3.942 -0.08
C -1.810 -6.023 -2.551 0.01
C -3.621 4.716 3.648 0.00
C -4.333 -4.002 0.269 -0.02
C -2.885 4.367 2.511 -0.05
O -4.681 -2.829 -4.369 0.11
C 4.081 0.869 -2.641 -0.05
H -1.814 4.579 2.534 0.10
H 2.666 -6.912 0.339 0.11
C 1.534 6.409 -1.032 -0.08
C 3.480 -0.619 4.565 0.00
C -4.346 -2.530 -3.232 -0.28
O -0.387 7.076 1.948 0.14
H -9.741 4.961 7.103 0.10
C 3.500 -1.869 3.989 -0.07
C -0.551 -3.775 1.956 -0.04
H 3.665 3.938 -3.977 0.10
C 3.204 3.900 2.937 -0.05
H 3.693 1.601 -7.509 0.13
H -1.027 -4.152 8.801 0.12
H -3.122 0.932 -0.326 0.11
H 3.481 1.198 -3.467 0.08
C -0.524 -5.046 2.568 -0.06
C -7.128 4.733 4.865 -0.08
H 4.860 2.661 -5.790 0.11
C -1.864 -7.388 -2.800 -0.05
C -1.384 -0.776 8.600 -0.08
C -2.504 1.465 -9.367 -0.05
H -0.612 -0.988 -2.648 0.11
C -0.426 8.101 -2.197 -0.06
C -2.890 1.421 -2.355 -0.05
O -5.160 5.774 5.631 0.15
C -4.995 -4.787 -2.354 0.01
C -4.972 4.602 3.644 -0.09
C -0.505 -2.653 2.743 -0.01
O 0.137 2.538 -2.459 0.10
C 7.189 -1.757 2.453 -0.01
H -1.528 -2.087 10.212 0.11
C 1.474 5.720 1.831 -0.09
C -3.656 -1.703 -0.493 -0.29
H 2.008 4.095 4.744 0.11
C 3.656 -3.048 4.739 -0.08
H 7.962 -3.264 3.733 0.11
C -7.858 4.184 3.814 -0.04
O -0.235 -0.427 4.502 0.10
H 4.208 3.893 1.046 0.09
C -3.066 0.983 -3.685 -0.03
C -9.824 3.962 5.165 -0.08
C 2.250 4.485 3.768 -0.06
O 6.356 0.859 1.751 0.08
O -7.660 3.453 1.504 0.12
H -3.149 3.184 -6.541 0.11
C 1.216 -2.395 -5.742 0.00
C -0.479 7.761 -0.824 0.00
H -9.689 3.121 3.213 0.11
H 5.244 2.375 0.138 0.10
H -1.122 8.915 -2.482 0.12
C 3.791 2.814 -5.843 -0.06
O 3.652 -1.097 1.749 0.13
C 5.326 -0.740 -1.280 -0.05
H -3.041 1.005 -10.201 0.11
H 1.820 -2.649 -6.594 0.12
O -0.126 -5.270 6.697 0.11
C 1.741 3.553 -4.828 0.00
C 3.114 3.500 -4.802 -0.06
C -0.543 -5.201 3.920 0.00
H -2.886 3.294 0.710 0.08
C -1.060 -3.154 8.371 0.01
C 0.528 -4.701 -5.336 -0.28
H 3.887 -3.857 6.691 0.13
H 0.595 7.827 -4.036 0.11
O -1.049 3.826 -5.220 0.13
C 7.527 -3.025 2.775 -0.07
C 6.626 -3.815 0.651 0.02
C 0.502 2.038 -1.429 -0.51
H 1.896 -0.402 -6.056 0.10
H 2.608 0.792 0.157 0.11
C -4.078 -3.130 -0.805 -0.07
C -0.378 -1.536 4.951 -0.27
C -0.457 3.166 -6.001 -0.31
C 6.201 -0.033 0.904 -0.29
O 5.474 -3.052 -1.833 0.11
C 2.649 5.583 -0.444 -0.33
H 4.076 2.936 -1.832 0.09
C 2.873 -3.515 0.530 -0.01
H 2.372 -4.902 -1.072 0.11
C 0.376 2.576 -0.022 -0.04
C 3.359 -4.553 2.640 -0.08
H 4.238 -1.266 -3.083 0.12
O 3.550 5.198 -1.085 0.13
H 7.586 -5.049 2.200 0.11
```

***

[4]
The following is a quantum chemistry calculation of a structure of composition C11H10BiClNS at a distorted geometry, from the Open Molecules 2025 dataset.

LUMO (alpha / beta) ... 0.0503 / 0.0502 Eh
Charge ... -1
Molar mass ... 432.7 g/mol
2S+1 ... 1
Orbital gap (alpha / beta) ... 5.188 / 5.183 eV
Relative energy (zero: lowest compared OMol25 entry of this formula, charge and spin) ... 61.5 kJ/mol
E ... -1552.88101 a.u.

```
25
Properties=species:S:1:pos:R:3:lowdin_charge:R:1
C -1.641 0.145 -1.779 -0.14
H -1.242 0.339 -2.767 0.09
C 2.028 -0.210 -1.990 -0.20
C -2.102 1.132 -0.877 -0.14
C 2.536 0.216 0.234 -0.25
C 2.381 -0.832 -0.753 -0.22
C 2.301 1.481 -0.435 -0.19
C 1.972 1.205 -1.785 -0.18
S -0.382 1.261 3.199 0.40
H -3.036 0.962 1.149 0.08
H 2.500 -1.906 -0.548 0.07
H 1.687 1.932 -2.517 0.06
H -1.619 -2.084 -1.678 0.09
H -2.141 2.202 -1.079 0.09
C -1.817 -1.122 -1.210 -0.18
Cl -0.051 -3.126 1.977 -0.21
C -0.118 0.187 4.417 -1.01
H 1.792 -0.752 -2.896 0.06
Bi -0.372 -0.798 1.577 1.25
H 2.335 2.444 0.072 0.06
C -2.420 -0.939 0.094 -0.41
H -2.873 -1.716 0.702 0.07
N 0.066 -0.590 5.306 0.02
H 2.790 0.076 1.301 0.06
C -2.572 0.493 0.287 -0.28
```

***

[5]
The following is a quantum chemistry calculation of a structure of composition C11H10BrNSTi at a distorted geometry, from the Open Molecules 2025 dataset.

LUMO (alpha / beta) ... 0.0905 / 0.0925 Eh
Charge ... -1
Molar mass ... 316.0 g/mol
2S+1 ... 2
Orbital gap (alpha / beta) ... 5.685 / 5.729 eV
<S²> ... 0.75
E ... -4301.64997 a.u.

```
25
Properties=species:S:1:pos:R:3:lowdin_charge:R:1
C -2.664 0.571 0.369 -0.24
Br -0.591 2.066 -2.469 0.10
N 1.131 1.864 0.712 -0.06
C -2.064 0.807 1.645 -0.21
C 0.710 -1.673 -1.330 -0.13
S 1.793 4.390 1.751 0.53
C 1.374 -0.748 -2.240 -0.27
H -2.027 1.757 2.192 0.07
H -2.789 -1.301 -0.917 0.06
H 3.087 -0.411 0.651 0.12
C 2.405 -0.064 -1.507 -0.26
C -1.498 -0.422 2.082 -0.21
C 1.325 -1.560 -0.069 -0.12
C -1.700 -1.396 1.054 -0.25
H -0.959 -0.589 3.021 0.06
H -3.149 1.318 -0.255 0.05
H 1.087 -2.197 0.792 0.12
H 1.120 -0.656 -3.310 0.11
C 1.374 2.952 1.214 -0.95
H 2.985 0.829 -1.835 0.12
H -0.009 -2.464 -1.584 0.12
C -2.499 -0.812 0.014 -0.21
Ti 0.586 0.691 -0.938 0.57
C 2.311 -0.529 -0.114 -0.17
H -1.339 -2.422 1.072 0.05
```

***

[6]
The following is a quantum chemistry calculation of a structure of composition C11H10ClF3Pb at a distorted geometry, from the Open Molecules 2025 dataset.

LUMO (alpha / beta) ... -0.0767 / -0.1218 Eh
Charge ... 0
Molar mass ... 441.8 g/mol
2S+1 ... 1
Orbital gap (alpha / beta) ... 6.310 / 5.193 eV
E ... -1377.63589 a.u.

```
26
Properties=species:S:1:pos:R:3:lowdin_charge:R:1
C -1.110 2.268 -5.031 -0.07
F -2.588 1.045 -1.402 0.00
H -2.125 2.674 -4.861 0.12
C -0.396 -2.138 -1.055 -0.22
C 0.952 -2.176 -0.550 -0.22
F -2.602 1.420 0.788 0.04
H 1.167 0.094 -6.201 0.11
C -0.492 -1.965 1.254 -0.10
H 1.861 -2.191 -1.141 0.10
Pb 0.397 0.426 -0.434 1.22
Cl 0.821 1.380 2.053 -0.27
F -1.409 2.737 -0.562 -0.05
C 1.166 2.074 -5.130 -0.11
C -1.282 -2.009 0.062 -0.12
C -1.797 1.395 -0.315 -0.63
H -0.869 -1.919 2.262 0.11
H -2.357 -1.981 0.024 0.11
H 0.210 3.891 -4.207 0.10
H 2.248 2.296 -5.037 0.11
C 0.107 2.901 -4.692 -0.12
H -0.687 -2.151 -2.100 0.10
C -0.802 1.049 -5.678 -0.13
C 0.605 0.929 -5.737 -0.09
C 0.886 -2.052 0.884 -0.19
H -1.536 0.328 -6.091 0.10
H 1.724 -2.037 1.565 0.10
```

***

- Look up the 2S+1 of the sixth one.
  1

***

Please write out number 2 again, unchanged.
The following is a quantum chemistry calculation of a cluster of 2 separate species, C10H9NSi in total at a distorted geometry, from the Open Molecules 2025 dataset.

LUMO (alpha / beta) ... -0.0233 / -0.0474 Eh
Charge ... 0
Molar mass ... 171.3 g/mol
2S+1 ... 1
Orbital gap (alpha / beta) ... 7.126 / 5.174 eV
Relative energy (zero: lowest compared OMol25 entry of this formula, charge and spin) ... 167.3 kJ/mol
E ... -730.48546 a.u.

```
21
Properties=species:S:1:pos:R:3:lowdin_charge:R:1
C 3.040 -0.155 -0.948 -0.10
C -1.759 2.578 -0.703 0.04
Si -2.748 0.150 0.806 0.70
H 2.901 0.819 2.282 0.10
H 1.449 -1.078 -2.035 0.10
C -2.205 1.649 -0.077 -0.30
H -0.566 -1.581 -0.994 0.04
N -0.322 -1.288 -0.051 0.09
H -5.619 -2.083 -1.046 0.02
H -2.620 0.054 2.244 -0.06
C -4.891 -1.494 -0.564 0.04
C 1.310 -0.112 1.218 -0.04
H 3.720 -0.176 -1.790 0.10
C 3.460 0.379 0.262 -0.10
H 4.459 0.775 0.366 0.10
C 1.766 -0.654 -1.091 -0.04
H 0.627 -0.101 2.055 0.10
H -1.381 3.401 -1.242 0.02
C 2.579 0.399 1.338 -0.10
C 0.862 -0.677 0.000 -0.42
C -4.059 -0.806 -0.029 -0.29
```